Here is an isolated ion of composition C7H11N2OS and charge +1 in a non-equilibrium geometry from the OMol25 dataset. Energies are from wB97M-V/def2-TZVPD.

Computed properties:
orbital gap: 9.1165 eV
ΔE to the lowest compared entry with this formula, charge and spin: 273.3 kJ/mol
LUMO: -3.575 eV
energy: -23290.3787 eV
net charge: +1
structure (SMILES): CO/[NH+]=C(\N)[C@H]1C=CC=CS1

Each line ends with the Mulliken charge.
CARTESIAN COORDINATES (ANGSTROEM)
C: 2.3608 1.0629 0.8250  -0.435
O: 2.1966 0.1298 -0.2760  -0.300
N: 0.8116 -0.1956 -0.4143  -0.058
C: -0.0189 -0.0261 -1.4372  0.319
N: 0.4061 0.6612 -2.4797  -0.395
C: -1.5973 -0.5221 -1.3315  -0.190
C: -1.9707 -1.3784 -0.1673  -0.709
C: -2.0718 -0.8625 1.0847  -0.185
C: -1.9061 0.5305 1.4480  -0.545
C: -2.1370 1.5104 0.5919  -0.199
S: -2.6136 1.0165 -1.1077  -0.094
H: 1.6520 0.7153 1.5868  0.252
H: 2.1564 2.2070 0.5367  0.228
H: 3.4744 0.8958 1.0317  0.259
H: 0.5120 -0.7388 0.3869  0.377
H: -0.2494 1.2289 -3.0705  0.316
H: 1.2797 1.1438 -2.2865  0.259
H: -1.8720 -0.9053 -2.2983  0.525
H: -1.9990 -2.5195 -0.2422  0.283
H: -2.2290 -1.5142 1.8982  0.414
H: -1.4944 0.9464 2.3600  0.413
H: -2.2276 2.5600 0.7389  0.464

Cartesian forces, eV/Å:
C 0.9 1.4 -0.7
O -1.9 0.4 -1.4
N -0.1 -0.7 0.5
C -0.7 -0.1 1.0
N -0.5 1.3 -0.6
C 1.3 2.0 1.0
C 0.8 -1.6 1.3
C 0.8 0.1 -0.9
C 0.7 1.0 0.0
C -1.1 -1.2 -3.0
S 0.7 0.4 0.3
H 0.7 0.5 0.4
H 0.4 -2.6 0.5
H -1.8 0.5 0.3
H -0.3 -0.2 -0.2
H 0.7 -1.2 0.8
H 0.1 -0.1 -0.5
H 0.0 -0.2 -0.3
H -0.2 1.8 -0.3
H -0.2 -0.9 0.7
H -0.4 -1.0 0.7
H 0.3 0.6 0.4